Entry 1:
Computed, not measured: a 6-piece molecular cluster, C26H50O16P2 overall in a non-equilibrium geometry, with wB97M-V/def2-TZVPD.

SMILES   COP(=O)(OC)OC.COP(=O)(OC)OC.Oc1ccc(O)cc1.Oc1ccc(O)cc1.COCCOC.COCCOC
Net charge   0
Max |F|   5.34 eV Å⁻¹
2S+1   1
Gap between HOMO and LUMO   0.305 Ha

Each line ends with the Mulliken charge.
Atoms and positions in Å:
H  -1.729  1.141  2.610  0.253
H  -3.126  9.099  1.073  0.360
H  6.586  1.709  -10.247  0.330
H  7.794  3.502  8.315  0.234
P  0.879  0.563  1.491  0.933
H  -2.284  -12.749  1.710  0.287
O  2.062  1.538  0.991  -0.316
H  0.193  -11.444  -0.266  0.282
H  -5.852  -0.148  -1.846  0.361
C  -7.772  1.269  -4.918  -0.096
H  -0.681  8.178  1.974  0.306
H  -1.077  1.189  4.226  0.243
C  5.342  1.271  7.264  -0.694
H  -3.932  -11.144  -0.507  0.310
C  -6.360  0.231  -2.719  -0.625
H  -4.211  9.614  3.384  0.209
C  -0.991  0.679  3.266  -0.580
C  7.321  1.419  -9.496  -0.808
H  -1.413  9.433  3.097  0.295
C  7.815  1.494  8.610  -0.563
H  -4.792  8.208  3.985  0.286
C  5.983  2.482  7.459  0.700
H  8.826  1.587  8.979  0.384
H  5.252  -0.722  7.902  0.279
H  -4.786  6.701  1.857  0.342
C  -7.480  -0.482  -3.299  -0.407
H  4.411  1.139  6.734  0.418
O  0.265  1.121  2.939  -0.248
C  -2.284  -12.139  0.807  -0.334
H  -0.923  7.851  3.668  0.241
C  4.842  3.593  -7.762  -0.550
H  4.282  -0.060  -4.887  0.228
H  0.949  -2.092  3.562  0.375
H  5.892  4.437  7.419  0.296
C  1.866  2.570  0.076  -0.626
H  -9.697  -0.170  -5.637  0.294
H  7.556  0.445  -9.926  0.328
O  4.926  0.978  -6.586  -0.243
H  -4.237  1.621  -2.584  0.311
H  -1.051  -0.408  3.320  0.277
C  5.853  0.175  7.899  -0.385
C  0.093  -11.328  0.813  -0.666
H  5.671  4.019  -8.328  0.231
O  -9.399  -0.449  -4.768  -0.529
H  6.964  -1.462  9.467  0.303
H  -2.036  -12.754  -0.059  0.301
C  -3.188  8.046  1.349  -0.491
H  0.410  -12.260  1.281  0.284
O  7.619  -0.869  9.091  -0.540
C  1.011  -1.936  2.484  -0.721
H  -3.949  -14.394  -0.509  0.299
H  -2.622  7.455  0.629  0.452
H  5.289  3.305  -6.810  0.307
O  -0.107  0.286  0.415  -0.637
O  4.706  -0.185  -8.921  -0.676
O  -1.325  -11.030  0.944  -0.364
C  -8.211  0.084  -4.347  0.413
H  3.962  4.221  -7.627  0.247
C  7.085  0.278  8.545  0.561
H  5.982  -0.174  -5.295  0.274
C  -6.715  1.982  -4.433  -0.800
H  -5.679  -14.232  -0.285  0.249
H  -5.006  7.764  0.404  0.324
C  -6.024  1.426  -3.340  0.624
H  -0.049  -1.857  2.242  0.244
C  7.263  2.603  8.040  -0.473
C  4.979  -0.158  -5.720  -0.685
H  -7.797  -1.415  -2.857  0.383
C  -1.343  8.382  2.815  -0.777
C  -4.668  7.701  1.439  -0.551
O  -5.590  8.574  2.148  -0.364
H  2.066  2.219  -0.937  0.261
O  4.406  2.372  -8.478  -0.322
H  -3.893  -10.876  1.268  0.256
O  -5.009  2.127  -2.849  -0.541
H  2.603  3.357  0.237  0.252
H  0.805  2.795  -0.033  0.321
C  -4.778  -13.689  -0.572  -0.697
P  5.206  0.998  -8.149  0.984
H  -4.888  -13.398  -1.617  0.303
O  6.788  1.390  -8.178  -0.278
O  5.359  3.677  7.174  -0.519
H  -6.214  2.813  -4.907  0.372
H  -5.903  9.489  3.937  0.313
O  -2.550  7.902  2.632  -0.307
H  7.994  2.277  -9.476  0.314
H  1.145  -2.887  1.969  0.327
H  0.719  -10.481  1.096  0.256
C  -5.124  9.019  3.338  -0.638
O  1.762  -0.733  1.906  -0.357
O  -4.672  -12.685  0.520  -0.374
H  4.564  -1.015  -6.249  0.317
C  -3.718  -11.591  0.464  -0.392
H  -8.214  1.621  -5.839  0.238

***

Entry 2:
Computed, not measured: C26H51As2CuN2O2SbSi3 as an isolated structure, with wB97M-V/def2-TZVPD.

ΔE to the lowest compared entry with this formula, charge and spin   0.0 kJ/mol
Expectation value of S²   0.76
Net charge   +2
Max |F|   0.55 eV Å⁻¹
2S+1   2
Gap between HOMO and LUMO (spin up / spin down)   0.306 / 0.220 Ha

Each line ends with the Mulliken charge.
Atoms and positions in Å:
H  -0.562  -1.429  -3.702  0.530
H  -4.282  -0.861  -3.576  0.319
C  2.637  0.729  1.972  0.003
C  -4.602  -2.210  1.790  -0.821
C  1.794  1.347  4.146  -0.744
H  -0.990  5.712  2.876  0.275
N  0.310  2.497  -0.864  1.280
C  -0.964  -0.722  -2.974  -0.403
H  -6.927  0.396  -0.245  0.304
H  0.255  1.924  -2.843  0.590
H  1.365  7.096  1.916  0.293
C  3.685  1.097  -0.839  -1.380
C  -2.968  2.731  -3.052  -0.476
H  -1.340  2.670  2.730  0.045
H  -6.249  2.640  -0.736  0.325
C  -0.494  6.443  1.131  -0.468
C  1.367  4.913  -1.740  -0.361
H  1.120  4.076  -3.709  0.575
H  -0.902  7.423  1.378  0.473
H  -6.108  0.472  3.184  0.427
H  -2.261  3.849  0.006  -0.221
C  0.498  2.734  -2.167  -0.757
H  -0.794  6.187  0.116  0.275
H  0.509  3.242  1.058  0.517
H  -4.572  -2.935  0.976  0.289
Si  -2.405  -1.487  -2.066  0.099
H  -0.333  -1.001  4.404  0.428
H  4.710  0.843  -0.575  0.520
C  0.998  3.931  -2.645  -1.262
H  4.762  0.969  1.732  0.335
As  -0.268  0.416  2.334  0.883
H  -4.374  0.762  3.173  0.158
Sb  -3.167  0.310  -0.364  -0.470
H  -4.692  -2.281  -2.602  0.313
C  1.778  5.589  0.665  -0.192
C  0.656  3.455  0.006  -0.389
C  -1.349  1.725  3.273  -0.169
C  1.560  0.879  2.855  0.493
H  -7.417  -1.037  0.656  0.426
O  2.944  5.479  0.965  -0.597
H  -1.930  2.413  -2.992  -0.253
H  2.752  -2.400  0.861  0.346
C  3.072  1.684  4.560  -0.910
H  -5.442  1.735  2.153  0.292
H  -2.369  1.347  3.310  -0.248
C  -3.337  3.864  -0.174  -0.551
C  1.206  4.664  -0.383  -0.143
H  -1.598  -3.779  -1.725  0.401
C  -3.889  -1.784  -3.148  -1.022
H  -5.977  3.351  -2.325  0.426
C  -5.262  0.733  2.544  -0.941
H  3.236  2.047  5.566  0.443
H  3.506  2.149  -0.619  0.364
H  -1.030  -2.729  -0.426  0.186
H  -1.265  0.176  -3.516  0.286
Si  -3.856  2.583  -1.421  0.464
H  -3.602  -2.436  -3.978  0.400
H  -3.466  2.142  -3.824  0.395
H  -6.444  -1.213  -0.801  0.277
O  -1.046  5.430  1.956  -0.402
Cu  0.137  0.691  0.051  0.799
H  3.541  0.917  -1.903  0.457
H  0.059  -1.997  2.986  0.379
C  -1.888  -2.963  -1.059  -0.842
H  0.978  1.450  4.851  0.305
C  -6.601  -0.590  0.080  -0.964
H  -2.979  3.775  -3.375  0.427
H  -3.604  4.861  -0.535  0.478
H  3.593  -2.063  -0.666  0.426
H  -6.030  1.601  -2.155  0.359
C  4.137  1.554  3.682  -0.907
H  -2.694  -3.328  -0.423  0.272
C  3.917  1.073  2.402  -0.724
H  -1.000  1.881  4.292  0.527
H  -3.837  3.720  0.785  0.363
H  -3.629  -2.204  2.282  0.119
H  -1.621  -1.498  3.279  0.215
H  -5.339  -2.564  2.515  0.405
Si  -5.104  -0.524  1.182  0.365
H  -0.153  -0.467  -2.283  -0.319
C  3.368  -1.678  0.328  -1.197
As  2.425  0.009  0.163  0.718
H  5.137  1.821  3.994  0.429
N  0.940  6.517  1.205  -0.109
H  1.799  5.846  -2.079  0.554
C  -5.700  2.520  -1.670  -1.186
H  4.295  -1.513  0.874  0.441
C  -0.578  -1.198  3.360  -1.069

***

Question: net charge of number 1 (C26H50O16P2)?
Answer: 0

***

Question: The lowest 2S+1 belongs to which entry?
Answer: C26H50O16P2

***

Question: Among the records above, which one has the lowest 2S+1?
Answer: C26H50O16P2

***

Question: Number 2 is which compound?
Answer: C26H51As2CuN2O2SbSi3